No. 1
Here is a molecular structure, C32H37N6O3S3W from OMol25. Energies are from ωB97M-V with the def2-TZVPD basis set.

The geometry in XYZ format:
```
82
Properties=species:S:1:pos:R:3:lowdin_charge:R:1
W 0.40 0.23 -0.07 1.484
S 2.70 0.33 -0.11 0.692
S -1.60 -0.99 0.35 0.766
S -4.36 -0.91 1.39 0.909
O 0.15 1.34 -1.55 -0.273
O 0.90 -1.56 0.74 -0.380
O 0.17 1.24 1.47 -0.316
N 4.83 1.79 0.78 -0.064
N 0.68 -2.57 -1.27 0.099
N -2.40 2.04 -0.26 0.081
N 3.30 1.28 2.40 -0.081
N -3.26 1.24 0.41 -0.023
N 0.64 -1.24 -1.67 -0.143
C 0.97 -5.12 -0.06 -0.018
C -5.01 -1.06 -3.13 -0.071
C 0.97 -5.23 2.72 -0.063
C 0.76 -1.05 -2.96 -0.268
C -3.24 -2.78 -1.87 -0.080
C 0.82 -2.65 0.01 -0.469
C -5.13 -1.30 -1.77 -0.049
C 0.73 0.26 -3.53 0.030
C -1.50 2.88 1.86 -0.116
C -3.13 -2.55 -3.23 -0.083
C -1.93 3.61 4.11 -0.049
C -4.01 -1.68 -3.87 -0.085
C -0.99 3.97 -0.38 -0.003
C -4.24 -2.16 -1.13 -0.328
C -0.20 1.99 3.70 0.007
C 0.25 2.72 -3.49 0.004
C -0.92 2.78 4.58 -0.050
C 3.60 2.24 3.46 -0.095
C 0.41 1.38 -2.86 -0.360
C 0.91 -3.95 0.69 -0.149
C 1.03 -6.40 1.97 -0.066
C -4.35 -2.42 0.36 -0.431
C -0.50 2.04 2.35 -0.270
C -3.05 0.02 0.62 -0.948
C 5.33 2.34 -0.47 -0.084
C 2.79 3.08 0.71 -0.069
C -1.70 2.90 0.39 -0.311
C -2.22 3.65 2.75 0.004
C 3.48 1.79 1.07 -0.771
C 0.93 -2.22 -3.87 -0.004
C 0.91 -4.00 2.08 -0.012
C 1.03 -6.34 0.58 -0.064
H 5.15 3.41 -0.53 0.084
H 4.89 1.85 -1.35 0.074
H -2.50 4.21 4.80 0.114
H -0.81 2.98 -3.56 0.103
H 0.97 -5.27 3.80 0.109
H 2.92 3.10 3.49 0.076
H 4.62 2.61 3.34 0.085
H -3.01 4.29 2.38 0.130
H 2.36 0.90 2.50 0.064
H 6.41 2.19 -0.51 0.093
H 3.54 1.73 4.42 0.086
H 1.08 -7.26 0.01 0.109
H -3.57 -3.10 0.70 0.065
H 0.75 3.49 -2.88 0.089
H 0.86 -3.08 2.64 0.117
H -3.93 -1.50 -4.93 0.102
H 1.89 -2.71 -3.66 0.103
H 1.08 -7.35 2.48 0.109
H -2.55 -3.45 -1.38 0.106
H 0.16 -2.96 -3.68 0.078
H 0.91 0.34 -4.59 0.126
H 3.31 3.91 1.19 0.101
H 0.91 -1.91 -4.91 0.086
H 0.09 3.93 -0.21 0.072
H -5.31 -2.88 0.60 0.086
H -5.90 -0.80 -1.19 0.114
H 0.68 2.72 -4.49 0.095
H -5.71 -0.39 -3.61 0.107
H -0.70 2.74 5.64 0.116
H 2.78 3.25 -0.37 0.076
H -1.21 3.87 -1.44 0.068
H 0.57 1.31 4.05 0.122
H -2.36 -3.05 -3.81 0.095
H 1.76 3.07 1.08 0.058
H 0.97 -5.06 -1.14 0.112
H -1.34 4.94 -0.03 0.101
H 5.30 0.95 1.10 0.137
```

The calculation puts the electronic energy at -83193.7044 eV. The maximum force comes out at 0.861 eV/Å. Its lowest unoccupied orbital energy is -5.065 eV. The HOMO energy comes out at -10.7889 eV. Its charge is +1. The energy above the lowest of the compared OMol25 structures with the same formula, charge and spin comes out at 1.706 eV.

No. 2
Here is C21H25NO6S in the gas phase from OMol25. Energies are from ωB97M-V with the def2-TZVPD basis set.

The geometry in XYZ format:
```
54
Properties=species:S:1:pos:R:3:lowdin_charge:R:1
S 2.98 -1.65 2.57 0.683
O -1.83 2.59 0.59 0.062
O 3.64 -2.88 2.88 -0.328
O -0.37 -0.52 1.36 0.059
O 3.15 -0.56 3.49 -0.308
O -1.40 0.10 -3.63 -0.060
O -3.06 -1.39 -3.95 -0.044
N -2.41 0.67 -0.39 -0.018
C 1.96 -0.36 -0.90 -0.043
C 1.15 0.62 -1.46 -0.065
C 3.52 -1.15 0.89 -0.163
C -3.55 0.56 -2.58 -0.057
C -0.65 1.12 2.84 0.027
C 1.17 -2.04 2.46 -0.111
C 2.62 -0.12 0.30 -0.275
C 1.61 2.07 0.41 -0.257
C -1.77 1.37 0.56 -0.406
C 0.35 -0.82 2.46 -0.312
C -2.51 -0.50 -2.99 -0.493
C 0.99 1.83 -0.81 -0.041
C -2.03 -1.30 -1.77 -0.027
C 2.43 1.10 0.94 -0.002
C -2.82 -0.85 -5.23 -0.143
C 1.38 3.37 1.11 -0.035
C -2.61 -0.76 -0.47 -0.120
C -3.02 1.45 -1.46 -0.113
C -1.69 0.18 -5.01 -0.139
C 0.20 0.15 3.41 0.007
C -0.98 0.66 1.59 -0.170
H 1.00 -2.67 3.33 0.117
H -3.80 1.18 -3.44 0.129
H 4.53 -0.77 1.05 0.119
H 3.55 -2.07 0.32 0.106
H -2.31 -2.34 -1.91 0.131
H -2.12 -1.24 0.38 0.120
H -3.68 -0.97 -0.41 0.134
H -0.78 -0.07 -5.56 0.126
H 0.31 3.57 1.16 0.067
H -1.00 2.03 3.28 0.125
H -0.94 -1.23 -1.74 0.113
H -2.01 1.19 -5.29 0.122
H -3.73 -0.37 -5.62 0.121
H -4.46 0.03 -2.27 0.130
H -2.25 2.12 -1.86 0.129
H -2.54 -1.66 -5.89 0.124
H 0.66 0.18 4.37 0.119
H 2.93 1.26 1.89 0.118
H 0.65 0.44 -2.40 0.091
H 1.79 3.35 2.12 0.081
H -3.82 2.07 -1.06 0.134
H 2.09 -1.31 -1.40 0.113
H 1.85 4.19 0.56 0.086
H 1.03 -2.62 1.55 0.118
H 0.36 2.59 -1.25 0.119
```

The calculation puts the electronic energy at -46792.6460 eV. The maximum force comes out at 1.130 eV/Å. Its lowest unoccupied orbital energy is 0.545 eV. The HOMO energy comes out at -8.4750 eV. Its charge is 0. The energy above the lowest of the compared OMol25 structures with the same formula, charge and spin comes out at 0.663 eV.

No. 3
Here is a molecular structure, C20H24LuN2O3P2 from OMol25. Energies are from ωB97M-V with the def2-TZVPD basis set.

The geometry in XYZ format:
```
52
Properties=species:S:1:pos:R:3:lowdin_charge:R:1
Lu -0.06 0.12 1.62 1.359
P -2.64 0.90 1.03 0.772
P -0.75 -2.38 0.99 0.777
O 3.31 -1.92 2.25 -0.002
O 2.52 2.19 1.39 0.101
O 1.55 -0.67 2.42 -0.444
N 2.86 -0.92 2.74 -0.086
N 0.55 0.45 -0.15 -0.182
C 0.20 -3.60 1.94 -0.255
C -4.14 -0.14 1.02 -0.262
C -1.29 3.34 -1.59 -0.051
C 2.76 0.27 -1.08 -0.107
C 1.29 2.40 -1.37 -0.114
C 1.10 3.67 -1.89 -0.006
C 3.89 -1.84 -1.03 -0.052
C 2.67 -2.49 -0.84 -0.043
C -2.29 1.15 -0.78 -0.296
C -3.27 2.52 1.53 -0.259
C 0.25 1.63 -0.90 -0.183
C -1.10 2.05 -1.09 -0.222
C 3.95 -0.44 -1.19 -0.003
C 2.90 2.14 0.29 -0.208
C -0.21 4.15 -1.97 -0.050
C 2.73 1.84 -1.11 -0.263
C 1.59 -0.35 -0.72 -0.197
C -2.32 -3.25 0.69 -0.264
C 0.13 -2.48 -0.65 -0.273
C 1.47 -1.78 -0.74 -0.216
H -2.11 -4.28 0.38 0.062
H -2.90 -3.24 1.61 0.049
H -0.23 -3.65 2.95 0.056
H 1.26 -3.30 2.03 0.028
H -2.31 3.71 -1.69 0.121
H -4.05 -0.88 1.82 0.036
H -0.58 -2.09 -1.40 0.094
H -3.21 1.61 -1.17 0.097
H -4.36 2.56 1.36 0.052
H 4.88 0.08 -1.37 0.125
H 0.12 -4.58 1.45 0.060
H -5.01 0.50 1.21 0.050
H -4.25 -0.66 0.06 0.050
H -3.07 2.65 2.60 0.047
H -0.40 5.15 -2.34 0.113
H -2.17 0.16 -1.23 0.088
H 4.81 -2.43 -1.06 0.115
H 3.58 2.42 -0.97 0.126
H 1.97 4.25 -2.21 0.125
H 2.62 -3.58 -0.74 0.127
H -2.89 -2.73 -0.09 0.037
H 3.15 2.00 -2.17 0.227
H -2.77 3.33 0.98 0.047
H 0.27 -3.56 -0.82 0.095
```

The calculation puts the electronic energy at -82435.5938 eV. The maximum force comes out at 12.960 eV/Å. Its lowest unoccupied orbital energy (spin up / spin down) is -3.249 / -3.249 eV. The HOMO energy (spin up / spin down) comes out at -8.4407 / -8.4395 eV. Its charge is +1. The energy above the lowest of the compared OMol25 structures with the same formula, charge and spin comes out at 8.573 eV.

No. 4
Here is C5H9N in the gas phase from OMol25. Energies are from ωB97M-V with the def2-TZVPD basis set.

The geometry in XYZ format:
```
15
Properties=species:S:1:pos:R:3:lowdin_charge:R:1
N -0.72 1.46 0.03 -0.009
C 0.34 -0.79 0.13 -0.239
C 1.73 -0.32 0.00 -0.144
C -0.81 0.03 -0.46 -0.441
C 2.89 0.16 0.00 0.098
C -2.19 -0.58 0.10 -0.105
H -0.76 -0.14 -1.53 0.121
H -2.43 -0.49 1.22 0.085
H 0.23 -1.82 -0.35 0.140
H 0.23 -0.90 1.22 0.116
H -2.45 -1.68 -0.13 0.084
H -2.99 0.11 -0.29 0.063
H 3.94 0.48 0.03 0.025
H -1.79 1.86 -0.08 0.123
H -0.72 1.37 1.10 0.083
```

The calculation puts the electronic energy at -6817.9440 eV. The maximum force comes out at 4.666 eV/Å. Its lowest unoccupied orbital energy is 0.917 eV. The HOMO energy comes out at -9.5952 eV. Its charge is 0. The energy above the lowest of the compared OMol25 structures with the same formula, charge and spin comes out at 3.051 eV.